10
Properties=species:S:1:pos:R:3:nbo_charge:R:1 method="wB97M-V/def2-TZVPD" e_tot_ev=-19578.3021 largest_force_ev_per_a=5.171 de_lowest_kcal_mol=57.05 lumo_energy_ev=0.3 homo_energy_ev=-8.24
C -0.34 0.35 -0.07 -0.27
C -1.22 -1.55 -0.51 0.26
C 0.67 -0.62 -0.07 0.59
H -0.99 2.03 1.56 0.16
H -1.99 -2.33 -0.55 0.21
H 2.23 0.42 -0.02 0.52
N -1.56 -0.33 -0.28 -0.41
O 0.15 -1.74 -0.33 -0.41
O 1.94 -0.53 0.02 -0.63
S 0.02 1.95 0.46 -0.02


7
Properties=species:S:1:pos:R:3:mulliken_spin:R:1 method="wB97M-V/def2-TZVPD" e_tot_ev=-36610.6582 multiplicity=5 s_squared=6.005 largest_force_ev_per_a=9.055 total_charge=+3 de_lowest_kcal_mol=36.78 lumo_energy_ev="-19.4 / -18.2" homo_energy_ev="-28.31 / -28.31"
O -0.67 -1.09 0.95 0.01
O -1.52 1.70 0.11 0.00
O -0.56 -1.44 -1.21 0.01
C -1.14 0.75 -0.45 0.00
C -0.57 -0.58 -0.14 0.00
Cr -0.53 -1.44 -3.17 3.99
H -0.64 -2.35 -0.75 0.00


114
Properties=species:S:1:pos:R:3:mulliken_spin:R:1 method="wB97M-V/def2-TZVPD" e_tot_ev=-105010.8606 multiplicity=2 s_squared=0.794 largest_force_ev_per_a=0.808 total_charge=-2 de_lowest_kcal_mol=0.00 lumo_energy_ev="4.3 / 4.3" homo_energy_ev="-0.14 / -0.14"
V -0.28 0.14 -0.19 1.22
C 5.05 -3.39 -4.44 0.00
C 4.39 -4.14 -3.48 0.00
C 3.45 -3.54 -2.65 0.00
C 3.12 -2.19 -2.78 0.00
C 3.80 -1.45 -3.75 0.00
C 4.75 -2.04 -4.57 0.00
C 2.10 -1.56 -1.89 0.01
C 2.63 -0.54 -0.98 0.00
C 3.98 -0.46 -0.63 0.00
C 4.05 0.41 0.47 0.01
C 2.76 0.82 0.75 0.02
N 1.89 0.30 -0.19 -0.05
C 2.35 1.64 1.95 -0.01
C 0.57 1.63 3.40 -0.01
C 0.01 2.63 4.36 0.00
C -1.32 2.72 4.13 0.00
C -1.71 1.74 3.10 -0.01
C -2.79 1.67 2.28 0.01
C -3.85 2.69 2.54 0.00
C -4.74 2.55 3.61 0.00
C -5.71 3.51 3.86 0.00
C -5.82 4.63 3.05 0.00
C -4.94 4.78 1.98 0.00
C -3.97 3.82 1.73 0.00
C -3.11 0.69 1.21 0.02
N -2.28 -0.12 0.41 -0.02
C -3.11 -0.92 -0.33 0.01
C -2.66 -1.93 -1.29 0.00
C -3.76 -2.64 -2.00 0.00
C -4.56 -3.58 -1.35 0.00
C -5.58 -4.24 -2.02 0.00
C -5.82 -3.99 -3.37 0.00
C -5.04 -3.05 -4.03 0.00
C -4.03 -2.38 -3.35 0.00
C -1.37 -2.23 -1.64 0.02
C -0.99 -3.18 -2.70 0.00
C 0.34 -3.08 -2.87 0.00
C 0.83 -2.08 -1.91 0.00
N -0.23 -1.68 -1.15 0.00
C -4.45 -0.61 -0.06 0.00
C -4.44 0.41 0.90 -0.01
N -0.64 0.86 3.02 0.00
C 3.30 2.82 2.06 0.00
C 3.47 3.63 0.92 0.00
C 4.32 4.72 0.93 0.00
C 5.04 5.04 2.07 0.00
C 4.91 4.24 3.19 0.00
C 4.05 3.15 3.18 0.00
H 5.79 -3.85 -5.09 0.00
H 4.62 -5.19 -3.35 0.00
H 2.94 -4.11 -1.89 0.00
H 3.58 -0.39 -3.85 0.00
H 5.25 -1.44 -5.32 0.00
H 4.79 -1.01 -1.08 0.00
H 4.93 0.69 1.03 0.00
H 0.57 3.27 5.03 0.00
H -1.99 3.44 4.58 0.00
H -4.65 1.67 4.24 0.00
H -6.39 3.38 4.70 0.00
H -6.57 5.38 3.25 0.00
H -5.01 5.66 1.34 0.00
H -3.29 3.94 0.90 0.00
H -4.38 -3.78 -0.31 0.00
H -6.19 -4.97 -1.50 0.00
H -6.61 -4.51 -3.89 0.00
H -5.21 -2.83 -5.08 0.00
H -3.42 -1.64 -3.86 0.00
H -1.67 -3.81 -3.25 0.00
H 0.95 -3.60 -3.59 0.00
H -5.31 -1.07 -0.51 0.00
H -5.30 0.87 1.35 0.00
H 2.93 3.37 0.02 0.00
H 4.41 5.32 0.03 0.00
H 5.71 5.89 2.08 0.00
H 5.48 4.46 4.09 0.00
H 3.98 2.54 4.08 0.00
N -0.95 2.29 -0.33 -0.03
C -0.46 3.46 0.31 0.04
C -0.84 4.72 -0.14 0.00
C -0.41 5.86 0.51 0.00
C 0.41 5.74 1.62 0.00
C 0.80 4.48 2.05 0.00
C 0.39 3.31 1.40 -0.01
C 0.86 1.98 1.92 0.00
C 2.00 0.92 3.36 0.02
C 2.14 -0.58 3.25 -0.04
C 1.49 -1.28 2.31 0.03
C 0.38 -0.70 1.56 -0.14
C 0.01 0.70 1.71 -0.07
H -0.84 2.28 -1.34 0.01
H -1.94 2.16 -0.14 0.01
H -1.50 4.78 -1.00 0.00
H -0.72 6.84 0.15 0.00
H 0.76 6.62 2.15 0.00
H 1.45 4.40 2.91 0.00
H 2.61 1.28 4.19 0.00
H 2.91 -1.06 3.84 0.00
H 1.69 -2.34 2.22 0.00
H -0.52 -1.27 1.80 -0.01
C 0.60 -0.11 -4.80 0.00
Si 0.21 1.19 -3.50 0.01
C 1.75 2.22 -3.17 0.00
C -1.04 2.36 -4.32 0.00
O -0.41 0.64 -2.13 -0.01
H 1.01 0.35 -5.71 0.00
H -0.30 -0.66 -5.08 0.00
H 1.32 -0.83 -4.42 0.00
H 2.14 2.69 -4.09 0.00
H 2.54 1.62 -2.71 0.00
H 1.52 3.02 -2.46 0.00
H -0.72 2.63 -5.33 0.00
H -1.16 3.28 -3.75 0.00
H -2.02 1.88 -4.39 0.00